Entry 1:
ORCA calculation (the ωB97M-V functional and the def2-TZVPD basis) on 2 unconnected molecules or ions with the total composition C5H13N3 in a non-equilibrium geometry.

```
21
Properties=species:S:1:pos:R:3:forces:R:3
C 2.7106 0.1564 1.0349 0.041 0.150 0.106
C 0.4404 -0.7824 -1.3374 -0.941 0.230 0.285
C -2.5445 0.0996 -0.7830 0.156 -0.102 -0.113
N 1.2819 0.0118 0.9068 -0.343 0.373 0.235
N 0.6519 1.1728 0.8143 -0.239 -0.414 -0.757
C -1.2804 0.0030 0.0291 0.737 -0.480 -0.307
N -1.2920 -1.0403 0.9665 -0.032 -0.016 0.070
C -0.5940 1.1947 0.3025 0.642 0.290 0.330
H 1.2024 2.0267 0.7120 -0.089 -0.111 0.133
H -0.3651 -1.1648 1.3660 -0.076 -0.049 -0.051
H -1.6384 -1.9054 0.5720 0.050 0.042 0.001
H -0.9427 2.1460 -0.0681 0.020 0.053 0.064
H 3.0208 0.1999 2.0866 0.036 -0.010 -0.052
H 3.1154 1.0434 0.5191 -0.063 -0.042 0.018
H 3.1796 -0.7235 0.5909 -0.031 0.021 0.004
H 0.9220 -1.6626 -0.9309 -0.002 0.025 0.029
H -0.3823 -1.0313 -1.9998 -0.021 -0.059 -0.138
H 1.1215 -0.0751 -1.8000 0.046 0.075 0.091
H -3.4218 0.1350 -0.1308 0.103 0.016 0.011
H -2.5408 0.9773 -1.4282 0.019 -0.012 0.021
H -2.6445 -0.7813 -1.4227 -0.011 0.021 0.021
```
Forces are in eV/Å.

Properties
E_tot = -9861.6146 eV
total charge = 0
frontier orbital gap (alpha / beta) = 7.820 / 7.726 eV
spin multiplicity = 1
highest occupied orbital energy (alpha / beta) = -0.25630 / -0.25371 Eh


Entry 2:
ORCA calculation (the ωB97M-V functional and the def2-TZVPD basis) on C5H13N3O in the gas phase in a non-equilibrium geometry.

```
22
Properties=species:S:1:pos:R:3:forces:R:3
C 0.6795 -1.1696 1.7053 0.509 -0.022 0.208
N 0.1064 -1.5693 0.4283 0.318 0.121 0.351
N -0.8506 -0.6921 -0.1204 0.295 -0.478 -1.031
N -2.1140 -0.8311 0.4848 -0.035 0.185 0.167
C -0.5014 0.6989 -0.4969 -0.422 0.457 0.773
C -0.7793 1.7859 0.5493 0.059 0.154 0.231
C 0.9436 0.7991 -1.0039 1.495 0.427 0.883
C 1.2892 0.0807 -2.2839 -0.456 -0.156 -0.090
O 1.8174 1.4365 -0.4121 -1.674 -0.897 -0.793
H 1.4156 -1.9253 2.0023 -0.172 0.050 -0.043
H 1.2048 -0.2138 1.6580 -0.022 0.157 0.107
H -0.0751 -1.1353 2.4965 -0.032 0.019 -0.176
H 0.8512 -1.7945 -0.2322 -0.583 0.205 -0.012
H -2.0671 -0.5790 1.4729 0.052 0.123 0.019
H -2.3682 -1.8204 0.4879 0.242 0.296 -0.413
H -1.1277 0.9535 -1.3639 0.007 -0.252 0.021
H -0.6485 2.7758 0.0936 0.064 -0.220 0.073
H -1.8089 1.7486 0.9193 0.131 -0.180 -0.172
H -0.1010 1.7295 1.4049 -0.036 -0.028 -0.136
H 1.6699 0.8068 -3.0065 0.130 -0.123 0.122
H 0.4121 -0.4112 -2.7095 0.084 -0.021 0.030
H 2.0523 -0.6736 -2.0739 0.046 0.183 -0.119
```
Forces are in eV/Å.

Properties
E_tot = -11911.4205 eV
total charge = 0
frontier orbital gap = 9.308 eV
spin multiplicity = 1
highest occupied orbital energy = -0.30823 Eh